15
Properties=species:S:1:pos:R:3:forces:R:3:lowdin_charge:R:1 method="wB97M-V/def2-TZVPD" smiles="CNC=O.O.O" de_lowest_kcal_mol=19.56 e_homo_ev=-9.93 e_tot_ev=-9852.799
C 1.67741 -0.10995 0.55033 -0.272 0.368 0.219 -0.35
N 1.14991 0.86470 1.31624 0.084 -0.232 0.139 -0.02
C -0.26085 1.20591 1.42360 0.371 0.523 -0.567 -0.06
O 1.05170 -0.76553 -0.25352 0.059 -0.388 -0.121 0.01
H 2.76021 -0.22642 0.74217 -0.093 -0.121 -0.206 0.13
H 1.77095 1.27255 1.98648 0.158 0.167 0.127 0.12
H -0.57746 1.05888 2.45673 -0.306 -0.035 -0.213 0.08
H -0.83774 0.66296 0.67812 0.074 -0.328 0.326 0.06
H -0.37354 2.25132 1.11641 -0.116 -0.024 0.366 0.09
H -0.13848 -2.04577 -1.11514 0.266 -0.003 -0.373 -0.01
H -0.87183 -3.35530 -1.30672 -0.005 0.032 -0.251 0.03
O -0.50338 -2.62051 -1.81293 -0.223 0.107 0.603 -0.08
H -1.87791 1.23418 -2.32399 0.022 -0.093 0.035 0.04
H -1.54759 -0.18129 -1.83261 0.150 0.034 -0.047 0.03
O -1.42143 0.75426 -1.62517 -0.168 -0.006 -0.038 -0.06



15
Properties=species:S:1:pos:R:3:forces:R:3:lowdin_charge:R:1 method="wB97M-V/def2-TZVPD" de_lowest_kcal_mol=176.20 e_homo_ev=-9.76 e_tot_ev=-9846.006
C -0.36562 -0.46258 2.57560 -0.481 -1.065 0.328 0.26
C -1.09319 0.34239 1.72253 -1.117 1.172 -0.782 -0.18
N -0.79059 0.55279 0.45365 -3.831 1.646 2.012 0.24
O -0.96638 1.10510 -2.16380 0.539 -0.463 0.369 -0.10
H 0.21322 -1.30351 2.20934 -0.029 0.246 -0.052 0.08
H -0.49859 -0.39101 3.65373 0.102 0.353 -0.087 0.10
H 2.09521 0.47294 -1.75578 0.022 -0.113 -0.068 0.04
H -0.07145 -0.24108 0.27708 1.759 0.419 -0.040 -0.17
H -1.98842 0.82898 2.11389 0.373 0.420 0.423 0.11
H 1.51688 -0.82971 -1.11486 -0.380 0.800 -0.903 0.01
H 1.46613 -1.26348 0.88271 -0.082 0.187 -0.122 0.03
O 0.73544 -1.02130 0.30619 3.398 -3.967 -0.261 -0.23
H -1.18668 1.00420 -1.23115 -0.827 0.660 -0.073 -0.05
H -0.12190 0.62035 -2.07020 0.162 0.024 -1.046 -0.02
O 1.57070 -0.30554 -1.97468 0.389 -0.320 0.303 -0.11



15
Properties=species:S:1:pos:R:3:forces:R:3:lowdin_charge:R:1 method="wB97M-V/def2-TZVPD" multiplicity=2 de_lowest_kcal_mol=56.00 s_squared=0.76 e_homo_ev="-13.19 / -13.19" e_tot_ev=-9840.906 charge=+1
O -0.65448 2.35059 -2.82370 3.249 -4.235 3.145 0.19
C 0.01770 1.47215 -2.25069 -2.008 1.343 -2.955 -0.05
C 1.49154 1.79866 -1.72301 -1.429 -0.533 1.936 -0.11
N 1.64793 1.70273 -0.32216 1.254 0.024 -0.641 0.24
H -0.08746 0.35192 -2.19863 -1.178 0.835 -0.151 0.17
H 1.42503 2.77852 -1.98737 1.399 3.163 -0.658 0.10
H 2.26146 1.21447 -2.19980 -0.138 -0.740 -0.928 0.17
H 1.71005 0.84596 0.18460 -0.859 -1.431 -0.094 0.14
H 2.47186 2.17839 0.01660 -0.277 1.559 0.332 0.15
H -0.08450 -2.04132 5.96589 -0.906 -0.202 0.584 0.02
H -1.46496 -2.12358 6.95500 3.565 1.280 -1.240 0.11
O -0.52593 -1.67090 6.75208 -2.660 -1.087 0.656 -0.14
H -1.65722 -4.56065 -0.51607 0.093 -0.586 0.512 0.02
H -2.25650 -3.25996 -1.03443 1.122 -1.697 -0.744 0.07
O -1.68317 -4.04565 -1.31444 -1.229 2.308 0.247 -0.09